1.
Formula: C37H38BMnN8S
Source: OMol25
Level of theory: ωB97M-V with the def2-TZVPD basis set

## Properties
HOMO (alpha / beta), eV: -10.49 / -10.50
ΔE to the lowest compared entry with this formula, charge and spin, kJ/mol: 0.0
Spin multiplicity: 4
Total charge: +1
LUMO energy (alpha / beta), eV: -2.933 / -2.844
⟨S²⟩: 3.779

Element x y z (Å)
Mn 0.125 0.474 0.105
C -0.086 5.335 -2.284
C 0.005 4.349 -1.180
C 0.141 4.618 0.172
C 0.228 3.375 0.808
N 0.109 2.414 -0.134
N -0.015 3.014 -1.332
B 0.213 2.171 -2.613
N -2.012 1.074 -1.773
N -1.919 0.477 -0.574
C -3.124 0.599 0.009
C -3.971 1.328 -0.832
C -3.221 1.624 -1.958
C -3.568 2.391 -3.176
C -3.457 -0.065 1.265
C -2.552 -0.122 2.322
C -2.864 -0.819 3.474
C -4.083 -1.469 3.585
C -5.000 -1.396 2.550
C -4.693 -0.696 1.399
N 1.582 1.494 -2.372
N 1.735 0.619 -1.357
C 2.992 0.152 -1.419
C 3.651 0.750 -2.493
C 2.726 1.608 -3.065
C 2.919 2.514 -4.224
C 3.547 -0.854 -0.521
C 3.322 -0.814 0.850
C 3.822 -1.808 1.672
C 4.582 -2.836 1.139
C 4.858 -2.852 -0.221
C 4.340 -1.872 -1.047
C 0.540 3.100 2.204
C 0.801 1.803 2.650
C 1.183 1.560 3.955
C 1.324 2.616 4.842
C 1.072 3.908 4.416
C 0.675 4.150 3.115
H -0.142 6.333 -1.859
H -0.963 5.161 -2.904
H 0.792 5.281 -2.923
H 0.199 5.590 0.613
H 0.242 2.864 -3.565
H -4.989 1.604 -0.652
H -4.520 2.897 -3.039
H -3.651 1.728 -4.038
H -2.792 3.121 -3.395
H -1.610 0.418 2.248
H -2.159 -0.851 4.293
H -4.323 -2.025 4.480
H -5.958 -1.888 2.640
H -5.407 -0.648 0.590
H 4.672 0.609 -2.779
H 3.898 2.332 -4.657
H 2.872 3.555 -3.907
H 2.158 2.355 -4.983
H 2.773 0.021 1.269
H 3.624 -1.769 2.732
H 4.972 -3.617 1.776
H 5.490 -3.622 -0.639
H 4.547 -1.892 -2.106
H 0.716 0.942 1.957
H 1.376 0.550 4.282
H 1.617 2.429 5.863
H 1.192 4.734 5.101
H 0.467 5.157 2.794
C 1.641 -6.266 -0.492
C 0.503 -5.375 -0.152
C -0.806 -5.761 0.003
C -1.773 -4.773 0.314
N -1.434 -3.510 0.479
C -0.168 -3.150 0.385
S 0.375 -1.633 0.839
N 0.795 -4.066 0.031
C -3.206 -5.107 0.508
H 1.297 -7.244 -0.813
H 2.277 -6.387 0.383
H 2.241 -5.815 -1.281
H -1.098 -6.792 -0.108
H 1.753 -3.734 -0.042
H -3.509 -5.947 -0.111
H -3.814 -4.231 0.301
H -3.359 -5.376 1.554
C -0.926 0.969 -2.715
H -0.447 -0.005 -2.521
H -1.365 0.920 -3.712

2.
Formula: C3H4ClI
Source: OMol25
Level of theory: ωB97M-V with the def2-TZVPD basis set

## Properties
HOMO, eV: -9.45
SMILES string: C=C[C@@H](Cl)I
ΔE to the lowest compared entry with this formula, charge and spin, kJ/mol: 85.3
LUMO energy, eV: -0.255

Element x y z (Å)
C -0.115 0.074 1.020
C 0.555 -0.538 0.037
C -0.204 -1.594 -1.064
Cl 0.562 -1.888 -2.725
I -0.425 -3.423 0.220
H 0.417 0.563 1.807
H -1.247 0.153 1.207
H 1.582 -0.521 -0.035
H -1.118 -1.250 -1.360

3.
Formula: C34H25F5FeN3OS2Se
Source: OMol25
Level of theory: ωB97M-V with the def2-TZVPD basis set

## Properties
HOMO (alpha / beta), eV: -2.55 / -2.65
ΔE to the lowest compared entry with this formula, charge and spin, kJ/mol: 0.0
Spin multiplicity: 5
Total charge: -1
LUMO energy (alpha / beta), eV: 2.339 / 2.337
⟨S²⟩: 6.021

Element x y z (Å)
Fe -0.720 -0.506 -2.190
N -0.707 -2.979 -2.281
N -1.367 -3.522 -1.187
C -2.324 -2.829 -0.541
N -2.786 -3.429 0.582
S -2.926 -1.346 -1.032
H -0.831 -3.536 -3.117
H 0.272 -2.793 -2.059
H -0.931 -4.294 -0.701
H -2.186 -4.084 1.063
H -3.329 -2.827 1.178
C 0.599 -0.959 -0.766
C 1.027 -1.264 0.355
C 1.534 -1.664 1.607
C 2.543 -0.849 2.276
C 3.409 -1.354 3.269
C 4.368 -0.561 3.879
C 4.528 0.774 3.525
C 3.706 1.288 2.527
C 2.744 0.500 1.920
C 0.949 -2.854 2.178
C 0.889 -3.126 3.568
C 0.258 -4.252 4.070
C -0.350 -5.181 3.230
C -0.314 -4.934 1.859
C 0.305 -3.808 1.348
H 3.344 -2.400 3.540
H 5.013 -0.995 4.636
H 5.276 1.393 4.005
H 3.807 2.326 2.224
H 2.112 0.918 1.154
H 1.321 -2.414 4.260
H 0.230 -4.406 5.144
H -0.832 -6.065 3.627
H -0.768 -5.654 1.181
H 0.331 -3.630 0.279
F -5.569 1.686 -4.484
C -4.312 1.209 -4.514
C -4.081 -0.150 -4.571
F -5.122 -0.999 -4.628
C -2.781 -0.628 -4.583
F -2.636 -1.962 -4.679
C -1.665 0.208 -4.514
Se 0.130 -0.450 -4.548
C -1.947 1.575 -4.513
F -0.949 2.474 -4.479
C -3.234 2.074 -4.487
F -3.452 3.400 -4.427
O -1.601 1.385 -1.572
S -1.388 2.773 -1.037
C 0.226 3.319 -1.578
C 1.283 2.421 -1.607
C 2.530 2.879 -1.997
C 2.705 4.212 -2.356
C 1.632 5.092 -2.345
C 0.375 4.642 -1.959
C -1.048 2.583 0.718
C -1.020 1.312 1.263
C -0.717 1.173 2.614
C -0.459 2.294 3.388
C -0.517 3.566 2.827
C -0.820 3.719 1.484
H 1.133 1.378 -1.340
H 3.366 2.192 -2.010
H 3.685 4.565 -2.654
H 1.767 6.122 -2.649
H -0.480 5.307 -1.963
H -1.195 0.442 0.647
H -0.653 0.180 3.040
H -0.200 2.178 4.432
H -0.319 4.439 3.437
H -0.859 4.705 1.035

4.
Formula: C9H8Si
Source: OMol25
Level of theory: ωB97M-V with the def2-TZVPD basis set

## Properties
HOMO, eV: -9.33
ΔE to the lowest compared entry with this formula, charge and spin, kJ/mol: 0.0
LUMO energy, eV: -1.161

Element x y z (Å)
C 4.294 1.492 0.042
C 3.213 0.810 0.141
C -2.656 0.954 0.329
C -1.621 1.864 0.492
C -2.282 -0.339 -0.086
C -0.308 1.489 0.394
C -1.021 -0.580 -0.518
C -0.012 0.242 -0.178
C 1.817 -2.061 -0.267
Si 1.810 -0.245 -0.121
H -3.654 1.098 0.710
H -1.807 2.965 0.705
H -3.027 -1.037 -0.536
H 0.462 2.228 0.621
H -0.665 -1.533 -0.941
H 0.845 -2.459 -0.024
H 1.991 -2.447 -1.205
H 2.621 -2.442 0.440

Max |F|, respectively: 0.03015, 0.08943, 0.01363, 0.08457 hartree/bohr.